Model w:
13
Properties=species:S:1:pos:R:3:lowdin_charge:R:1 method="wB97M-V/def2-TZVPD" total_charge=0 e_lumo_ev=-0.921 gap_ev=8.00 spin_multiplicity=1 smiles="N=c1nccccn1"
N 2.607 -1.269 -0.065 0.1231
C 1.331 -0.877 -0.140 -0.4269
N 0.936 -0.708 1.330 0.0997
C -0.215 -0.302 1.501 -0.1707
C -1.455 0.437 0.756 -0.0691
C -1.400 0.744 -0.489 -0.0971
C -0.068 0.781 -1.346 -0.0102
N 0.864 -0.182 -1.219 0.0749
H 2.717 -1.475 -1.104 0.0603
H -0.688 -0.347 2.526 0.0944
H -2.335 0.670 1.437 0.1201
H -2.331 1.159 -0.928 0.1021
H 0.037 1.369 -2.259 0.0994

=====

Model x:
13
Properties=species:S:1:pos:R:3:lowdin_charge:R:1 method="wB97M-V/def2-TZVPD" total_charge=0 e_lumo_ev="-2.039 / -2.061" gap_ev="7.26 / 7.24" spin_multiplicity=1
C 1.693 -0.279 1.738 -0.0140
C 2.606 -0.239 2.586 -0.1084
C -1.755 -0.072 -1.343 -0.0809
C -0.384 -0.331 0.307 0.0483
C -0.388 0.064 -1.010 -0.3482
N -2.472 -0.275 -0.252 0.0293
N -1.646 -0.420 0.744 -0.0433
N 0.663 0.612 -1.713 0.0848
H 3.482 0.267 2.941 -0.0051
H -2.241 0.005 -2.246 0.0883
H -2.064 -0.326 1.681 0.1779
H 1.149 0.046 -2.392 0.0893
H 1.357 0.948 -1.042 0.0819

=====

Model y:
13
Properties=species:S:1:pos:R:3:lowdin_charge:R:1 method="wB97M-V/def2-TZVPD" total_charge=0 e_lumo_ev=-1.544 gap_ev=7.54 spin_multiplicity=1
H -2.428 0.842 -0.455 0.1043
N -2.087 1.205 -1.505 0.0212
C -0.781 1.486 -1.800 -0.2455
N 0.311 0.760 -1.203 0.1173
C 0.151 -0.150 -0.226 -0.3920
C 1.419 -0.750 0.205 -0.0819
C 1.190 -1.369 1.238 -0.0809
C -0.039 -0.719 1.767 -0.0259
N -0.708 -0.203 0.778 0.0884
H -0.666 2.104 -2.753 0.1039
H 2.324 -0.725 -0.629 0.1863
H 1.866 -1.834 1.906 0.1008
H -0.553 -0.646 2.676 0.1041

=====

Name the most stable of them. model w.